Entry from the OMol25 dataset: a 3-piece molecular cluster, C4H13NO2 overall in a non-equilibrium geometry (wB97M-V/def2-TZVPD).

The lowest unoccupied orbital energy comes out at -3.3 eV. As for the energy above the lowest of the compared OMol25 structures with the same formula, charge and spin: 150.0 kcal per mole.

Last columns: bonded neighbours and bond lengths (Å).
Cartesian coordinates (Å):
1 N 1.81 1.28 -0.72  C5 1.369, H16 1.032
2 C 1.45 -1.77 0.17  C3 1.518, H6 1.090, H7 1.091, H8 1.096
3 C 0.17 -0.97 0.24  C2 1.518, C4 1.515, H9 1.087, H10 1.102
4 C 0.23 0.41 0.86  C3 1.515, C5 1.577, H11 1.097, H12 1.091
5 C 0.57 1.53 -0.20  N1 1.369, C4 1.577, H13 1.126, H14 1.094
6 H 2.05 -1.40 -0.67  C2 1.090
7 H 1.30 -2.84 0.02  C2 1.091
8 H 2.05 -1.70 1.08  C2 1.096
9 H -0.22 -0.84 -0.77  C3 1.087
10 H -0.58 -1.45 0.89  C3 1.102
11 H -0.77 0.70 1.19  C4 1.097
12 H 0.92 0.43 1.71  C4 1.091
13 H -0.22 1.39 -0.99  C5 1.126
14 H 0.54 2.51 0.28  C5 1.094
15 H -2.23 1.06 -1.83  O17 0.962
16 H 2.33 2.16 -0.81  N1 1.032
17 O -1.65 0.99 -1.07  H15 0.962, H19 1.062
18 H -3.29 -1.06 0.38  O20 0.970
19 H -2.08 0.35 -0.35  O17 1.062
20 O -2.38 -0.78 0.55  H18 0.970